# C2H3ClFO2S

A gas-phase ion, C2H3ClFO2S (charge -1) (wB97M-V/def2-TZVPD, the Open Molecules 2025 dataset).

As for the net charge: -1. The value obtained for the relative energy (zero: lowest compared OMol25 entry of this formula, charge and spin) is 34.6 kcal/mol. The highest occupied orbital energy comes out at -0.15552 hartree. The LUMO energy comes out at 3.7 eV.

Geometry as XYZ:
```
10
Properties=species:S:1:pos:R:3:forces:R:3
C 0.584 -0.694 1.630 0.3734 -0.8453 -0.3254
C -0.845 1.297 -1.843 0.3033 -1.4279 1.3546
O 0.097 0.279 0.937 -0.7850 2.5190 -0.4106
O -0.864 -1.206 -1.211 0.0559 -0.0172 0.4560
F 1.940 -0.577 2.033 1.0184 0.8413 0.2453
S -1.228 0.118 -0.674 0.6138 1.2794 -1.6552
Cl 0.584 0.967 -2.873 -0.7574 0.3676 0.3367
H 0.630 -1.539 1.047 0.0402 -2.6359 -1.6029
H 0.118 -0.988 2.532 -1.0391 0.2709 1.6861
H -1.015 2.343 -1.578 0.1766 -0.3521 -0.0845
```
Positions in Å, forces in eV/Å.

For reference, the Mulliken charges in units of e are: C -0.0645; C -0.3947; O -0.5259; O -0.5695; F -0.3432; S 0.4744; Cl -0.2340; H 0.1509; H 0.1844; H 0.3221


# C30H44BrDyN8O3S2

A molecular structure, C30H44BrDyN8O3S2 (wB97M-V/def2-TZVPD, the Open Molecules 2025 dataset).

As for the net charge: +2. Its expectation value of S² is 9.33. The highest occupied orbital energy (alpha / beta) comes out at -0.49299 / -0.49288 hartree. The spin multiplicity is 6. The LUMO energy (alpha / beta) comes out at -5.1 / -5.2 eV.

Geometry as XYZ:
```
89
Properties=species:S:1:pos:R:3:forces:R:3
Dy 0.263 1.470 -0.743 -0.0897 -0.0908 -1.0481
C 4.500 0.521 -4.870 0.1241 0.5192 -0.4784
C 4.147 0.391 -3.432 -0.7487 -0.8116 0.6607
C 5.026 -0.255 -2.557 -1.0183 0.4680 0.2421
C 4.674 -0.451 -1.226 0.1765 0.4106 -0.7045
C 3.443 0.025 -0.835 -0.4960 0.3248 0.3910
Br 2.918 -0.064 0.985 -0.0440 -0.0943 0.0170
N 2.529 0.588 -1.627 0.5266 -0.1101 -0.8982
C 2.876 0.738 -2.936 1.4445 -0.4921 1.0877
H 5.584 0.603 -4.996 -0.1928 -0.0702 -0.0006
H 4.057 1.430 -5.280 -0.0048 -0.1232 -0.1601
H 4.152 -0.335 -5.459 0.0226 0.1412 0.1326
H 5.961 -0.592 -2.939 0.6602 -0.2111 -0.0711
H 5.379 -0.890 -0.547 -0.0242 -0.1665 0.3507
H 2.132 1.149 -3.564 -0.6954 0.4042 -0.6170
O 0.306 2.008 1.497 0.2306 0.0766 -0.1573
C 0.927 3.155 2.040 0.9511 0.8782 -0.2021
C 1.797 3.877 0.992 -0.1950 -0.2773 -0.0754
C 2.494 5.048 1.305 -0.5190 -0.6416 1.0303
C 3.219 5.704 0.331 -0.0411 -0.5056 0.3781
C 3.234 5.157 -0.948 -0.5274 -0.5873 0.0520
C 2.529 3.979 -1.198 0.2316 1.1351 0.7533
N 1.818 3.356 -0.241 -0.1603 -0.1866 -0.0096
H 0.163 1.266 2.175 -0.0546 -0.0268 -0.0568
H 1.545 2.925 2.917 -0.1230 -0.2304 -0.1812
H 0.179 3.870 2.356 -0.4003 0.1238 0.1666
H 2.451 5.371 2.359 0.1376 0.0989 -0.7595
H 3.787 6.572 0.638 0.0045 0.1564 -0.4023
H 3.749 5.632 -1.754 0.3249 0.1997 -0.3256
H 2.511 3.578 -2.197 -0.0387 -0.2738 -0.1487
N -0.029 -2.338 0.551 1.1192 0.2054 -1.2572
C -0.662 -3.531 -0.101 -0.1053 -0.0790 -0.1035
C -1.501 -3.044 -1.271 0.1816 -0.3228 -0.2800
C -0.704 -2.430 -2.426 -0.6905 0.4026 -0.4074
N -0.394 -0.984 -2.171 0.7738 -0.7982 -0.2146
C 0.504 -3.283 -2.797 0.3867 0.0882 -0.7555
C 1.341 -3.868 -1.660 -0.3566 -0.6755 -0.4912
N 2.177 -2.801 -1.108 -0.0514 -0.3761 0.6044
C 0.429 -4.481 -0.584 -0.3188 -0.0861 -0.3357
H -0.581 -1.489 0.490 -0.4956 0.4513 -0.5995
H 0.904 -2.182 0.025 -0.8086 0.0331 0.3974
H 0.169 -2.329 1.535 0.2838 -0.7080 1.0865
H -1.321 -4.039 0.613 0.2511 0.2160 0.0279
H -2.244 -2.352 -0.903 -0.3575 0.3434 -0.0003
H -2.043 -3.902 -1.683 0.0270 0.0166 0.1955
H -1.392 -2.462 -3.311 0.5568 0.0417 0.6150
H -1.290 -0.539 -2.124 -0.6719 0.3660 0.0811
H -0.009 -0.630 -3.042 0.1023 0.1278 0.0078
H 1.197 -2.725 -3.490 -0.7568 -0.4796 0.4719
H 0.094 -4.132 -3.365 0.2480 0.2133 0.0270
H 1.932 -4.697 -2.124 -0.1912 0.5721 0.4964
H 2.601 -2.322 -1.883 0.3378 0.3565 -0.1730
H 2.924 -3.185 -0.533 -0.0138 0.0513 -0.0972
H 1.000 -4.837 0.261 0.2935 -0.2361 0.2275
H -0.098 -5.342 -1.027 0.3170 0.1664 0.2130
C -1.845 -2.506 5.578 0.0671 0.5567 -0.3937
C -1.737 -2.862 4.118 0.2068 -0.2777 -1.2285
N -2.395 -1.891 3.177 -0.5158 -0.9415 0.7144
C -3.875 -2.095 2.949 1.4030 0.1333 -0.5224
C -4.170 -2.844 1.639 0.6685 0.2032 -0.3668
C -1.769 -0.812 2.745 -0.0280 0.4946 -0.0292
S -0.098 -0.535 3.098 0.0415 0.0761 0.0991
N -2.508 0.161 2.148 0.4388 -0.0664 -0.9857
C -2.255 0.762 1.017 -0.6940 -0.0052 1.0692
O -1.477 0.339 0.056 0.2462 -0.2550 0.3274
C -2.898 2.088 0.849 0.9800 0.4765 -0.0463
C -2.853 2.942 1.963 -0.5100 0.0550 -0.3788
C -3.415 4.204 1.831 0.0245 -0.0801 0.5200
C -3.915 4.639 0.618 0.0655 0.1159 -0.7418
C -3.802 3.852 -0.524 -0.2332 -0.4333 0.6144
C -3.294 2.567 -0.408 -0.1937 -0.4636 0.6715
H -1.308 -3.241 6.180 -0.1898 0.0490 -0.0059
H -2.900 -2.474 5.835 -0.0435 -0.0114 0.4070
H -1.401 -1.524 5.727 -0.0146 0.0276 0.2625
H -2.232 -3.820 3.954 0.0277 -0.0063 -0.2025
H -0.691 -2.961 3.788 -0.3643 -0.0019 0.2732
H -4.290 -1.105 3.017 -0.4854 0.2884 -0.3533
H -4.235 -2.647 3.791 -0.1349 -0.4419 0.5082
H -3.973 -2.218 0.744 -0.3194 -0.1029 0.5816
H -5.203 -3.198 1.621 0.1212 0.1267 -0.0590
H -3.504 -3.722 1.508 -0.4012 0.2873 0.3951
H -2.410 2.630 2.914 -0.3538 -0.0795 -0.3918
H -3.508 4.813 2.717 0.0984 0.2691 0.0031
H -4.385 5.604 0.478 0.0600 0.0514 0.4012
H -4.226 4.219 -1.438 0.0785 0.0272 -0.4283
H -3.277 1.855 -1.224 -0.0267 0.2185 -0.2260
O -0.779 3.391 -1.870 0.3247 -0.1557 0.7953
S -0.625 2.939 -3.293 0.1998 -1.0555 -0.4983
N -0.102 1.553 -3.419 -0.0665 0.9937 0.5133
```
Positions in Å, forces in eV/Å.

For reference, the Mulliken charges in units of e are: Dy 0.0466; C -1.4825; C 0.5034; C -0.5219; C -0.6778; C -0.2162; Br -0.0887; N 0.8345; C -0.8294; H 0.4309; H 0.3896; H 0.2998; H 0.5167; H 0.5806; H 0.6636; O 0.8809; C -0.5805; C 0.4038; C -0.8943; C -0.4015; C -1.0606; C -0.1274; N 0.3938; H -0.6919; H 0.5111; H 0.4816; H 0.4689; H 0.4617; H 0.4662; H 0.4473; N 1.1006; C 0.4560; C -1.1598; C -0.1429; N -0.2925; C -1.5927; C -0.0249; N -0.4600; C -1.4028; H -0.8567; H 0.0308; H 0.6547; H 0.1688; H 0.2136; H 0.5242; H 0.6974; H 0.1928; H 0.3186; H 0.4397; H 0.5138; H 0.3563; H 0.0254; H 0.2951; H 0.4521; H 0.5241; C -1.1725; C -0.8750; N 0.3950; C -0.9202; C -0.7316; C 0.0337; S -0.3961; N -0.2829; C -0.1238; O 0.9258; C 0.3224; C -0.6934; C -0.7553; C -0.5612; C -0.8949; C -0.0634; H 0.4128; H 0.3502; H 0.2673; H 0.5147; H 0.4512; H 0.5142; H 0.5257; H 0.1099; H 0.4708; H 0.1301; H 0.5279; H 0.4512; H 0.4385; H 0.5111; H 0.5880; O -0.4699; S 0.2188; N -0.4593


# C3H3BF4O9Pt

A molecular structure, C3H3BF4O9Pt (wB97M-V/def2-TZVPD, the Open Molecules 2025 dataset).

As for the net charge: -2. Its expectation value of S² is 2.00. The highest occupied orbital energy (alpha / beta) comes out at -0.07120 / -0.06354 hartree. The spin multiplicity is 3. The LUMO energy (alpha / beta) comes out at 5.3 / 5.3 eV.

Geometry as XYZ:
```
21
Properties=species:S:1:pos:R:3:forces:R:3
Pt 7.325 -4.725 -3.528 0.5809 0.3161 -1.3269
B 4.853 -4.569 -1.491 -0.0849 -0.3927 0.0186
F 4.538 -5.146 -0.244 -0.0814 0.0709 -0.0385
F 6.181 -4.081 -1.451 -0.4184 0.1544 0.2737
F 4.796 -5.557 -2.507 0.0411 0.0869 0.0609
F 3.940 -3.550 -1.795 0.0466 0.1092 0.0958
O 11.392 -3.871 -2.868 -0.0181 0.5414 -0.0475
C 10.039 -4.002 -3.075 -2.2659 -0.5009 -0.4089
O 9.280 -4.051 -2.083 1.0593 0.1701 0.6855
O 9.601 -4.092 -4.249 0.6429 -0.2789 -0.2171
H 11.394 -3.512 -1.972 0.2507 -0.2746 0.1357
O 5.838 -1.743 -5.762 -0.5464 0.1516 0.2193
C 6.251 -2.705 -4.894 1.4448 -1.4035 0.9666
O 6.107 -3.923 -5.231 -0.6228 0.3329 -0.5284
O 6.853 -2.419 -3.847 -0.3641 1.3009 -0.2544
H 5.196 -2.201 -6.318 0.1653 -0.0074 -0.1926
O 7.860 -8.791 -3.705 -0.0673 0.0081 -0.0273
C 7.758 -7.432 -3.590 -0.1436 1.8516 0.4204
O 7.483 -6.731 -4.597 0.0285 -0.8377 -0.1806
O 7.932 -6.917 -2.464 0.2500 -1.1481 0.3780
H 7.958 -9.024 -2.774 0.1026 -0.2503 -0.0322
```
Positions in Å, forces in eV/Å.

For reference, the Mulliken charges in units of e are: Pt 1.5894; B 0.5162; F -0.4082; F -0.4231; F -0.4307; F -0.4124; O -0.5233; C 0.8445; O -0.7327; O -0.7555; H 0.2896; O -0.4982; C 0.8688; O -0.7462; O -0.6840; H 0.3024; O -0.5083; C 0.8997; O -0.7226; O -0.7577; H 0.2923


# C2H3N3O2

C2H3N3O2 in the gas phase (wB97M-V/def2-TZVPD, the Open Molecules 2025 dataset).

Its structure (SMILES) is O/N=c1\nco[nH]1. The value obtained for the relative energy (zero: lowest compared OMol25 entry of this formula, charge and spin) is 126.8 kcal/mol. The highest occupied orbital energy comes out at -0.33981 hartree. The LUMO energy comes out at 0.1 eV.

Geometry as XYZ:
```
10
Properties=species:S:1:pos:R:3:forces:R:3
C -0.480 -0.393 -0.291 6.3949 -1.1540 -1.5704
C 1.293 0.883 -0.179 0.5656 -2.3954 2.2691
H -1.858 1.039 0.496 -1.6925 -2.6339 -1.8983
H 1.908 1.721 0.205 -0.0574 -0.6626 -1.1007
H 0.586 -1.860 0.631 0.6125 0.9346 -2.5252
N -1.614 -0.850 -0.210 -1.5171 0.8383 0.7964
N 0.062 0.915 -0.401 -2.1830 0.7627 0.0885
N 0.733 -1.320 -0.321 -1.8014 0.1641 3.1204
O -2.415 0.266 0.002 -0.7561 2.7532 1.6032
O 1.785 -0.402 0.067 0.4345 1.3931 -0.7828
```
Positions in Å, forces in eV/Å.

For reference, the Mulliken charges in units of e are: C 0.5244; C 0.1515; H 0.3804; H 0.3502; H 0.3334; N -0.3408; N -0.5053; N -0.2829; O -0.3677; O -0.2432